No. 1
The following is a quantum chemistry calculation of an isolated molecule of C24H19N5O2, from the Open Molecules 2025 dataset.

Atoms and positions in Å:
N  3.277  -0.279  2.475
C  2.443  -0.035  3.543
O  3.033  -0.091  4.560
C  0.973  0.028  3.536
C  0.101  0.423  2.396
C  0.619  0.987  1.154
C  1.416  2.130  1.253
C  2.094  2.624  0.142
C  1.718  2.105  -1.172
O  2.049  2.899  -2.310
C  2.699  2.268  -3.271
C  3.178  0.911  -3.351
C  4.039  0.387  -4.257
C  4.428  1.279  -5.281
C  3.929  2.589  -5.391
C  3.142  3.113  -4.355
C  0.759  1.080  -1.289
C  0.268  0.451  -0.143
N  -1.180  0.300  2.608
N  -1.254  -0.472  3.765
C  -1.904  -1.654  4.138
C  -3.101  -2.356  3.749
C  -3.399  -3.651  4.300
C  -4.601  -4.162  3.947
C  -5.438  -3.560  3.072
C  -5.175  -2.314  2.523
N  -6.035  -1.735  1.665
C  -3.989  -1.681  2.860
C  -1.072  -2.111  5.193
N  0.004  -1.276  5.393
C  -0.019  -0.473  4.344
H  4.230  -0.406  2.681
H  2.942  -0.032  1.552
H  1.530  2.569  2.217
H  2.917  3.344  0.195
H  2.931  0.216  -2.600
H  4.564  -0.648  -4.177
H  5.269  1.030  -6.011
H  4.349  3.220  -6.224
H  2.971  4.185  -4.283
H  0.375  0.920  -2.247
H  -0.415  -0.383  -0.222
H  -2.611  -4.248  4.777
H  -4.763  -5.175  4.248
H  -6.274  -4.104  2.610
H  -5.976  -0.727  1.593
H  -6.225  -2.223  0.801
H  -3.712  -0.685  2.544
H  -1.190  -3.115  5.617
H  0.946  -1.702  5.536

As for the structure (SMILES): NC(=O)c1c(-c2ccc(Oc3ccccc3)cc2)nn2c(-c3cccc(N)c3)c[nH]c12. Its net charge is 0. The value obtained for the gap between HOMO and LUMO is 0.296 Ha. The calculation puts the energy above the lowest of the compared OMol25 structures with the same formula, charge and spin at 3.266 eV. The calculation puts the HOMO energy at -7.61 eV. The LUMO energy comes out at 0.44 eV.

***

No. 2
The following is a quantum chemistry calculation of a structure of composition C24H19N6OReSe, from the Open Molecules 2025 dataset.

Atoms and positions in Å:
Re  -1.269  0.536  0.455
C  -4.194  -2.613  0.691
C  -3.322  -1.480  0.277
N  -2.547  -0.855  1.123
N  -2.429  -1.280  2.403
C  -1.377  -0.724  2.975
O  -0.620  0.145  2.357
C  -0.996  -1.172  4.317
C  -1.923  -1.801  5.149
C  -1.538  -2.220  6.409
C  -0.229  -2.037  6.837
C  0.699  -1.427  6.003
C  0.316  -0.984  4.750
C  -3.199  -0.999  -1.091
C  -3.930  -1.508  -2.161
C  -3.688  -1.047  -3.441
C  -2.725  -0.063  -3.634
C  -2.048  0.425  -2.538
N  -2.257  -0.029  -1.294
H  -3.715  -3.155  1.503
H  -5.149  -2.235  1.064
H  -4.390  -3.288  -0.137
H  -2.935  -1.939  4.794
H  -2.259  -2.699  7.058
H  0.071  -2.367  7.822
H  1.724  -1.303  6.326
H  1.028  -0.501  4.095
H  -4.683  -2.259  -1.977
H  -4.245  -1.443  -4.279
H  -2.508  0.327  -4.617
H  -1.317  1.216  -2.640
Se  -2.621  2.414  0.761
N  7.008  1.363  -6.258
C  6.241  1.461  -5.409
C  5.264  1.565  -4.367
C  5.393  2.507  -3.351
C  4.428  2.602  -2.365
C  3.322  1.762  -2.386
C  3.195  0.813  -3.397
C  4.161  0.713  -4.379
N  2.320  1.883  -1.379
C  2.234  2.857  -0.406
C  1.103  2.614  0.300
N  0.478  1.505  -0.229
C  1.234  1.094  -1.236
H  6.251  3.163  -3.333
H  4.555  3.332  -1.579
H  2.351  0.142  -3.440
H  4.064  -0.026  -5.161
H  2.963  3.636  -0.279
H  0.686  3.139  1.140
H  1.021  0.234  -1.844

Its net charge is +1. The value obtained for the gap between HOMO and LUMO (spin up / spin down) is 0.223 / 0.229 Ha. The calculation puts the energy above the lowest of the compared OMol25 structures with the same formula, charge and spin at 1.009 eV. The calculation puts the HOMO energy (spin up / spin down) at -10.27 / -10.80 eV. The multiplicity is 2. The LUMO energy (spin up / spin down) comes out at -4.21 / -4.58 eV.

***

No. 3
The following is a quantum chemistry calculation of a cluster of 2 separate species, C24H19NO2 in total, from the Open Molecules 2025 dataset.

Atoms and positions in Å:
C  -1.673  -1.232  5.951
C  -1.746  -0.167  5.075
C  -1.689  -0.379  3.717
C  -1.547  -1.671  3.205
O  -1.387  -1.917  1.812
C  -0.120  -1.651  1.236
C  0.850  -2.662  1.104
C  2.118  -2.371  0.687
C  2.503  -1.048  0.349
C  3.845  -0.816  -0.027
C  4.517  0.373  -0.440
C  5.823  0.240  -0.956
C  6.533  1.331  -1.393
C  5.974  2.594  -1.338
C  4.704  2.766  -0.822
C  3.993  1.682  -0.370
C  1.486  -0.062  0.408
C  0.228  -0.348  0.850
C  -1.493  -2.737  4.104
C  -1.547  -2.516  5.460
H  -1.708  -1.062  7.016
H  -1.833  0.834  5.462
H  -1.734  0.449  3.036
H  0.582  -3.669  1.372
H  2.854  -3.155  0.609
H  4.469  -1.696  -0.023
H  6.259  -0.743  -1.016
H  7.528  1.203  -1.785
H  6.533  3.448  -1.680
H  4.275  3.753  -0.760
H  3.052  1.872  0.100
H  1.677  0.932  0.069
H  -0.512  0.428  0.933
H  -1.369  -3.730  3.713
H  -1.472  -3.345  6.143
N  5.962  -1.469  2.535
C  6.296  -2.734  2.964
O  5.945  -3.732  2.334
C  7.063  -2.911  4.158
C  7.466  -1.834  4.873
C  7.118  -0.570  4.421
C  6.380  -0.458  3.271
H  7.305  -3.914  4.463
H  8.045  -1.951  5.773
H  7.419  0.312  4.964
H  6.104  0.521  2.913

Its net charge is 0. The value obtained for the gap between HOMO and LUMO is 0.103 Ha. The calculation puts the energy above the lowest of the compared OMol25 structures with the same formula, charge and spin at 2.078 eV. The calculation puts the HOMO energy at -5.79 eV. The LUMO energy comes out at -2.98 eV.

***

No. 4
The following is a quantum chemistry calculation of an isolated molecule of C24H19NO4S, from the Open Molecules 2025 dataset.

Atoms and positions in Å:
C  2.699  -2.538  0.986
C  1.754  -1.380  0.886
C  2.151  -0.139  1.478
O  3.354  -0.072  2.035
C  1.270  0.913  1.452
S  1.608  2.467  2.268
O  0.773  2.607  3.424
O  3.048  2.462  2.516
C  1.254  3.755  1.081
C  0.279  4.691  1.354
C  0.020  5.679  0.419
C  0.737  5.714  -0.767
C  1.715  4.766  -1.026
C  1.977  3.776  -0.094
C  -0.003  0.862  0.820
O  -0.762  1.813  0.725
N  -0.325  -0.382  0.260
C  -1.578  -0.475  -0.415
C  -2.751  -0.243  0.287
C  -3.966  -0.324  -0.369
C  -4.012  -0.637  -1.717
C  -2.837  -0.854  -2.417
C  -1.617  -0.766  -1.772
C  0.518  -1.456  0.306
C  0.010  -2.722  -0.268
C  0.655  -3.321  -1.345
C  0.169  -4.498  -1.882
C  -0.960  -5.094  -1.345
C  -1.600  -4.509  -0.265
C  -1.121  -3.328  0.271
H  3.169  -2.531  1.967
H  3.492  -2.445  0.246
H  2.184  -3.482  0.835
H  3.501  0.853  2.361
H  -0.262  4.619  2.283
H  -0.742  6.419  0.613
H  0.531  6.484  -1.496
H  2.270  4.798  -1.952
H  2.737  3.029  -0.265
H  -2.704  0.007  1.335
H  -4.880  -0.143  0.176
H  -4.962  -0.704  -2.224
H  -2.868  -1.085  -3.471
H  -0.697  -0.918  -2.316
H  1.531  -2.851  -1.767
H  0.672  -4.952  -2.723
H  -1.338  -6.013  -1.765
H  -2.476  -4.973  0.161
H  -1.617  -2.876  1.117

As for the structure (SMILES): Cc1c(O)c(S(=O)(=O)c2ccccc2)c(=O)n(-c2ccccc2)c1-c1ccccc1. Its net charge is 0. The value obtained for the gap between HOMO and LUMO is 0.321 Ha. The calculation puts the HOMO energy at -8.52 eV. The LUMO energy comes out at 0.22 eV.

***

No. 5
The following is a quantum chemistry calculation of a structure of composition C24H20BN4O4S4SbTc, from the Open Molecules 2025 dataset.

Atoms and positions in Å:
Tc  0.404  0.464  -1.513
O  2.593  -1.908  1.135
C  2.142  -1.074  0.402
N  1.105  -1.214  -0.529
C  0.647  -2.476  -0.936
O  1.067  -3.549  -0.605
C  -0.508  -2.347  -1.900
C  -1.136  -3.454  -2.417
C  -2.210  -3.267  -3.271
C  -2.614  -1.975  -3.567
C  -1.921  -0.909  -3.032
N  -0.869  -1.092  -2.219
C  2.680  0.340  0.398
C  3.744  0.704  1.190
C  4.213  2.006  1.122
C  3.576  2.901  0.279
C  2.498  2.477  -0.470
N  2.063  1.205  -0.428
H  -0.770  -4.430  -2.125
H  -2.733  -4.116  -3.692
H  -3.456  -1.781  -4.219
H  -2.191  0.113  -3.249
H  4.175  -0.049  1.836
H  5.055  2.320  1.726
H  3.894  3.932  0.204
H  1.959  3.146  -1.122
S  2.895  1.700  -3.784
Sb  0.725  2.485  -4.669
S  1.796  -0.024  -3.359
S  -0.397  2.397  -2.560
S  0.625  0.056  -5.085
C  -3.053  1.748  -0.166
C  -3.039  0.257  -0.016
C  -3.939  -0.646  -0.464
C  -3.582  -1.942  0.054
C  -2.486  -1.803  0.833
C  -1.795  -2.824  1.686
N  -2.104  -0.445  0.780
H  -3.873  2.019  -0.828
H  -2.136  2.163  -0.585
H  -3.219  2.248  0.791
H  -4.798  -0.408  -1.077
H  -4.115  -2.870  -0.100
H  -2.117  -3.819  1.381
H  -2.054  -2.694  2.739
H  -0.708  -2.788  1.620
O  -0.512  1.410  1.183
B  -1.010  0.132  1.480
O  -0.330  -0.461  2.528
C  0.557  0.510  2.962
C  1.426  0.442  4.018
C  2.179  1.593  4.272
C  2.042  2.738  3.494
C  1.150  2.784  2.419
C  0.435  1.640  2.181
H  1.511  -0.452  4.622
H  2.873  1.595  5.103
H  2.626  3.618  3.733
H  1.021  3.672  1.814

Its net charge is +1. The value obtained for the gap between HOMO and LUMO (spin up / spin down) is 0.206 / 0.206 Ha. The calculation puts the energy above the lowest of the compared OMol25 structures with the same formula, charge and spin at 0.240 eV. The calculation puts the HOMO energy (spin up / spin down) at -10.59 / -10.59 eV. The LUMO energy (spin up / spin down) comes out at -4.98 / -4.98 eV.

***

The records above give, respectively, strongest force on any atom values of 5.630; 4.369; 1.721; 1.303; 1.852 eV Å⁻¹.